Density functional theory data (ωB97M-V with the def2-TZVPD basis set) for a molecular structure, C25H22IN2O3PRu.

The value obtained for the HOMO-LUMO gap (spin up / spin down) is 7.4 / 5.8 eV. As for the net charge: +2. Its spin multiplicity is 5. Its expectation value of S² is 6.02. Its max |F| is 0.005 Eh/bohr.

XYZ file:
```
55
C25H22IN2O3PRu ωB97M-V with the def2-TZVPD basis set
Ru -0.6796 -1.7976 -0.1893
I 0.2522 -2.0465 2.2843
C -0.4505 -0.2536 3.1558
C -1.0163 -0.4699 4.3811
C -1.3706 0.6214 5.1930
C -1.0987 1.8825 4.7581
C -0.5180 2.1162 3.4875
C -0.2222 3.4491 3.1115
C 0.3367 3.7353 1.9029
C 0.5425 2.6918 0.9895
C 0.2752 1.3735 1.3005
P 0.4447 0.2844 -0.1221
C -0.0201 1.2190 -1.5875
C 0.9137 1.6557 -2.5296
C 0.4819 2.3699 -3.6391
C -0.8678 2.6487 -3.8086
C -1.7977 2.2256 -2.8650
C -1.3777 1.5131 -1.7544
C 2.1462 -0.3044 -0.2889
C 2.5597 -0.9666 -1.4525
C 3.8286 -1.5173 -1.5314
C 4.6954 -1.4176 -0.4519
C 4.2964 -0.7586 0.7039
C 3.0273 -0.2121 0.7903
C -0.2154 1.0382 2.6060
H -1.1777 -1.4743 4.7491
H -1.8228 0.4445 6.1584
H -1.3212 2.7378 5.3827
H -0.4486 4.2400 3.8153
H 0.5802 4.7506 1.6243
H 0.8989 2.9490 0.0001
H 1.9695 1.4608 -2.3937
H 1.2036 2.7169 -4.3662
H -1.1968 3.2057 -4.6757
H -2.8486 2.4489 -2.9914
H -2.1066 1.2010 -1.0139
H 1.9195 -1.0202 -2.3239
H 4.1450 -2.0128 -2.4392
H 5.6872 -1.8444 -0.5152
H 4.9789 -0.6635 1.5374
H 2.7316 0.3138 1.6906
N -0.6835 -1.7676 -2.4462
N -2.0406 -1.6798 -2.8437
C -2.9593 -1.2053 -1.8958
O -4.0081 -0.7364 -2.2066
O -2.5444 -1.3974 -0.6319
H -0.1625 -0.9694 -2.8081
H -0.2886 -2.6202 -2.8378
H -2.1952 -1.3188 -3.7764
C -2.5376 -4.4987 0.2646
C -1.1766 -4.0285 -0.1174
O -0.1781 -4.5527 -0.4481
H -2.5613 -5.5880 0.2458
H -3.2515 -4.0644 -0.4364
H -2.7708 -4.1072 1.2551
```

Löwdin atomic charge list, values in e, 5 entries:
1. Ru 0.918
2. I 1.268
3. C -0.540
4. C -0.141
5. C -0.031